[1]
Below is a structure of composition C7H21BiF5O2P2Te at a distorted geometry, with properties calculated with wB97M-V/def2-TZVPD.

CARTESIAN COORDINATES (ANGSTROEM)
C (-0.4255, 2.6672, -2.5582)
H (1.4248, -3.3321, 0.8853)
H (0.3986, 2.2473, -3.1285)
H (-2.4264, 2.7465, -0.1268)
H (2.2411, -3.0192, -0.6865)
H (-1.3739, 2.2033, -2.8380)
H (2.2465, 2.8114, -0.9253)
F (0.3664, -1.4555, 2.6896)
H (1.6071, 3.1367, 0.7191)
C (1.3564, -3.4310, -0.1992)
P (-0.1364, 2.5081, -0.8001)
O (0.4629, 1.2303, 1.7326)
C (-1.5918, -3.3366, -0.0209)
H (0.9095, -0.0390, -2.2390)
H (-1.4995, -3.2509, 1.0625)
H (1.2068, -4.4845, -0.4963)
C (1.8474, -0.0699, 0.6342)
H (-1.4570, 4.2685, -0.1965)
F (-0.2020, 2.1451, 4.0580)
H (-0.3178, -3.9040, -2.7251)
Te (0.0915, 0.3806, 3.3652)
H (1.2788, 4.2985, -0.6266)
H (-1.5576, -4.3867, -0.3584)
H (0.6484, -2.4238, -3.0720)
H (-1.0356, -0.6926, 0.8553)
C (-1.4800, 3.2171, 0.1444)
H (-1.1342, -2.3164, -2.9703)
H (-1.2780, 3.1320, 1.2067)
Bi (-0.0814, -0.1199, -0.6651)
H (-0.4740, 3.7657, -2.6792)
F (-1.8178, 0.2072, 3.0647)
F (1.9686, 0.5099, 3.6926)
O (2.8681, -0.0682, 1.1375)
P (-0.1295, -2.6739, -0.8013)
C (1.4248, 3.2378, -0.3483)
H (-1.0342, 0.3483, 1.0128)
H (-2.4860, -2.8305, -0.3864)
C (-0.2417, -2.8099, -2.5758)
F (-0.1674, -0.4168, 5.1635)

- Relative energy (zero: lowest compared OMol25 entry of this formula, charge and spin): 0.00 kcal per mole
- Charge: +1
- Orbital gap: 5.42 eV
- HOMO: -10.2 eV
- Lowest unoccupied orbital energy: -4.83 eV


[2]
Below is the molecule C23H31N5O3 at a distorted geometry, with properties calculated with wB97M-V/def2-TZVPD.

CARTESIAN COORDINATES (ANGSTROEM)
C (0.2054, -2.2933, 1.9624)
C (-2.0943, 2.4359, 0.6132)
H (-2.6575, -1.1406, -3.5446)
C (-0.9302, 2.4229, 1.5694)
C (-2.9692, 2.8806, -1.5816)
H (-5.3563, 1.5695, 0.4145)
C (-1.9681, -0.9397, -1.5160)
C (-1.9154, 2.8985, -0.6851)
C (1.8700, 0.4226, 0.1182)
H (3.5747, -0.7580, -1.5973)
H (-0.9454, 3.2682, -0.9845)
H (6.4262, 1.3729, 0.7924)
O (2.4366, -1.8473, 0.4895)
N (-0.0343, 1.3110, 1.2745)
H (-0.9123, -0.9741, -3.3708)
H (6.5394, -0.3442, -1.8333)
H (-2.5709, -3.4740, -2.8309)
C (5.6292, 1.4793, 0.0611)
H (-2.8239, 3.2400, -2.5897)
H (6.0370, 1.9756, -0.8179)
H (1.1232, -2.8829, 1.9902)
C (-1.6327, -2.9666, -3.0401)
C (3.9139, 0.2417, -1.3150)
N (0.5528, -0.9677, 1.4556)
H (-4.0157, -1.6335, -1.5412)
C (-1.7982, -1.4541, -2.9461)
H (3.0011, 2.9126, -1.5432)
H (-2.1878, -1.6739, 1.7003)
H (-1.3166, -3.2477, -4.0426)
H (4.6779, -0.3786, 0.5860)
C (2.4598, 2.2397, -0.9084)
C (-3.0179, -2.6876, 0.0463)
N (1.3952, 2.5963, -0.2192)
C (6.1550, -0.7785, -0.9125)
H (-0.3376, 3.3338, 1.4687)
C (-0.7834, -2.9597, 0.9889)
N (-2.0263, -2.4503, 1.0692)
C (-3.2354, -1.4317, -0.8061)
H (-0.2323, -2.1910, 2.9562)
C (-0.3115, 0.0671, 1.7790)
H (-0.8840, -3.3152, -2.3324)
H (4.2478, 0.7800, -2.2059)
C (-3.3359, 1.9536, 1.0019)
H (6.9802, -0.8881, -0.2140)
H (4.8582, 2.1155, 0.4916)
C (-4.2086, 2.4034, -1.1877)
H (-1.9878, 0.1529, -1.5484)
H (-5.0309, 2.3907, -1.8876)
C (-4.3907, 1.9418, 0.1046)
H (5.7581, -1.7662, -1.1312)
H (-3.4710, 1.5810, 2.0064)
C (1.0153, 1.4707, 0.4237)
O (-1.2782, -0.1189, 2.4985)
N (2.7946, 0.9481, -0.7533)
H (-1.2797, 2.3003, 2.5967)
H (-1.0899, -1.2300, -0.9348)
C (5.0704, 0.1093, -0.3113)
H (-3.9615, -2.9746, 0.5215)
O (-0.4510, -3.8380, 0.2234)
H (-3.5993, -0.6397, -0.1470)
C (1.7066, -0.8938, 0.6558)
H (-2.6535, -3.5201, -0.5557)

- Relative energy (zero: lowest compared OMol25 entry of this formula, charge and spin): 2.90 kcal per mole
- SMILES: CCCCCNC(=O)Cn1c(=O)c2c(ncn2CC(C)C)n(Cc2ccccc2)c1=O
- Orbital gap: 9.29 eV
- HOMO: -8.7 eV
- Lowest unoccupied orbital energy: 0.61 eV


[3]
Below is a structure of composition C3H6Cl6 at a distorted geometry, with properties calculated with wB97M-V/def2-TZVPD.

CARTESIAN COORDINATES (ANGSTROEM)
Cl (1.2544, -0.8343, 0.8090)
Cl (-2.5809, -0.4547, -0.9618)
Cl (0.3981, 2.6621, 0.2884)
H (-2.0992, -0.6575, -3.1524)
C (-1.8236, 0.1157, -2.4353)
H (2.7499, -0.8197, 2.7340)
H (1.0989, -0.4497, 3.1643)
C (0.4256, 0.9115, -0.2151)
H (1.3559, 0.5185, 0.1950)
Cl (1.3716, -2.7261, 2.8732)
Cl (-0.8830, 0.1302, 0.6022)
Cl (-2.5465, 1.6577, -2.8274)
H (-0.7489, 0.2293, -2.2926)
C (1.7127, -1.0695, 2.5107)
H (0.3150, 0.7864, -1.2923)

- Relative energy (zero: lowest compared OMol25 entry of this formula, charge and spin): 165.70 kcal per mole
- Orbital gap: 8.94 eV
- HOMO: -8.5 eV
- Lowest unoccupied orbital energy: 0.47 eV


[4]
Below is a structure of composition C10H16AlNaOS at a distorted geometry, with properties calculated with wB97M-V/def2-TZVPD.

CARTESIAN COORDINATES (ANGSTROEM)
H (0.8678, 0.1193, 0.7621)
H (0.8068, -2.6161, -0.2940)
C (-1.6547, 1.1629, -0.5292)
O (1.0456, -0.2366, -1.2966)
H (-0.2847, -1.6954, -1.8452)
C (1.4329, -0.4916, 0.0546)
H (-3.3429, -1.5134, 1.7310)
Na (-2.5235, -2.8496, -1.3874)
H (-1.6083, -2.1561, 0.0967)
C (-2.8953, -0.7593, 1.1024)
H (-3.9480, 0.9088, 1.9469)
C (-2.6118, 1.5316, 0.4067)
Al (2.8925, 2.0309, 0.4844)
H (2.3115, -2.4013, 0.5470)
H (0.6252, 2.6003, -1.1965)
H (2.0547, 2.3877, 1.8191)
H (4.3915, 2.6033, 0.6373)
C (-1.3069, -0.1835, -0.6459)
C (-1.9203, -1.1202, 0.1706)
H (3.3122, -0.4500, 1.0638)
C (-0.2487, -0.6008, -1.6435)
C (2.8760, 0.0110, 0.1767)
C (-3.2224, 0.5835, 1.2198)
H (0.8304, -2.0797, 1.4134)
H (3.4345, -0.2854, -0.7104)
C (1.3155, -1.9902, 0.4429)
H (-0.4555, -0.1170, -2.5967)
H (-2.8558, 2.5780, 0.4957)
H (-1.1664, 1.8953, -1.1496)
S (1.8479, 3.1338, -1.2761)

- Orbital gap: 3.85 eV
- HOMO: -6.5 eV
- Lowest unoccupied orbital energy: -2.68 eV


[5]
Below is a cluster of 2 separate species, C3H7O8S2 in total at a distorted geometry, with properties calculated with wB97M-V/def2-TZVPD.

CARTESIAN COORDINATES (ANGSTROEM)
H (3.7389, -0.2587, 0.0920)
O (1.6096, 1.2799, 2.0571)
S (-1.3146, -0.6006, -0.6295)
O (-2.5892, -0.1481, -1.4419)
C (2.9835, -0.7456, 0.6766)
O (1.8744, 0.2388, -1.2854)
O (-1.7909, -1.4999, 0.4038)
C (1.7243, -0.0901, 0.0575)
H (0.9918, 0.2164, -1.7079)
H (0.9839, -0.7951, 0.1595)
O (-0.9493, 0.7148, -0.0333)
O (-3.7485, 0.1486, 0.6701)
O (-4.5354, 1.3460, -1.2809)
H (-3.1200, -0.5452, 0.8621)
O (-0.4184, -1.1178, -1.5803)
H (2.9425, -0.3300, 1.7548)
S (-3.3070, 1.0943, -0.5754)
H (2.9965, -1.7855, 0.4861)
C (1.2820, 1.1078, 0.8828)
H (0.6459, 1.7701, 0.4320)

- Relative energy (zero: lowest compared OMol25 entry of this formula, charge and spin): 0.00 kcal per mole
- Charge: -1
- Orbital gap: 9.49 eV
- HOMO: -6.1 eV
- Lowest unoccupied orbital energy: 3.39 eV


[6]
Below is a structure of composition C24H38N2O7PPtS at a distorted geometry, with properties calculated with wB97M-V/def2-TZVPD.

CARTESIAN COORDINATES (ANGSTROEM)
H (1.0721, -3.1180, -2.4013)
H (4.3787, 1.4819, -2.4940)
H (1.0324, 2.6316, -1.4253)
S (-0.6225, -2.9048, 1.5202)
C (1.5950, -1.4765, -4.6506)
H (4.2706, -2.4671, -4.2079)
N (-1.5855, 0.7387, -0.6224)
H (2.0003, 2.0283, -2.7803)
C (-1.6705, -5.3935, 1.8210)
O (-2.0489, 4.1372, 4.6777)
H (1.2316, 1.6986, 4.5140)
N (-0.1460, 0.7927, 1.6237)
H (2.1345, 2.9385, 0.8727)
H (1.7355, -0.4615, -5.0079)
O (-0.7206, -2.4328, 0.0907)
C (0.7182, 0.8453, 2.6267)
C (-3.6599, 0.9571, -1.7829)
C (-5.6498, 2.1043, -0.7321)
H (-0.0217, 4.0591, 5.0940)
H (-4.2283, 0.7530, -2.6760)
O (2.5518, 0.7940, -0.4639)
H (-6.8834, 3.1095, 0.4075)
O (4.2442, -1.0605, -1.2396)
C (-2.4784, -4.4339, 2.7005)
H (0.5419, -1.6275, -4.4319)
H (1.5733, 0.1844, 2.5680)
H (1.9059, -2.1720, -5.4234)
C (2.4076, -1.7194, -3.3526)
H (4.8173, 2.9920, -1.6978)
C (-0.3366, -4.7316, 1.5182)
Pt (0.2287, -0.3433, -0.2991)
C (-1.4590, 2.4978, 2.6200)
C (-1.2200, 1.5963, 1.5876)
H (4.1024, -0.6826, -4.3077)
H (-5.8075, 2.7437, -1.6188)
O (2.0111, -1.4989, -0.0064)
C (4.4251, 1.9912, -1.5350)
C (3.8628, -1.5773, -3.7364)
C (2.0234, 2.6417, -1.8826)
H (4.3797, -1.4321, -2.7163)
C (-3.4136, 1.8857, 0.4029)
C (-0.8880, 3.4061, 4.8936)
C (-0.5971, 2.5249, 3.7164)
C (2.0974, -3.0906, -2.7704)
H (-2.2052, 4.7639, 5.3973)
H (-1.5153, -6.3394, 2.3403)
C (3.0481, 2.0920, -0.8900)
H (-2.0817, -4.4014, 3.7169)
C (-2.3936, -3.0784, 2.0357)
C (-2.1052, 1.4223, 0.4227)
H (3.3880, 3.9524, 0.1386)
H (-2.2917, 3.1842, 2.6003)
H (-6.3030, 1.2233, -0.8816)
H (-0.9862, 2.7551, 5.7816)
C (0.5239, 1.6915, 3.7026)
H (2.2808, 3.6604, -2.1562)
H (0.3862, -4.9052, 2.3148)
C (3.1059, 2.9331, 0.3824)
H (0.1020, -5.0143, 0.5643)
C (-2.3481, 0.5316, -1.6986)
O (2.0244, -0.6987, -2.4217)
O (-5.9785, 2.7716, 0.4404)
H (3.8438, 2.5224, 1.0667)
C (-4.2255, 1.6451, -0.7057)
H (-3.8306, 2.4170, 1.2424)
H (2.7643, -3.2952, -1.9332)
H (-2.9780, -3.0456, 1.1167)
H (-2.6616, -2.2526, 2.6880)
H (5.1115, 1.4576, -0.8820)
H (-1.8887, 0.0052, -2.5249)
H (-2.2223, -5.5972, 0.9027)
H (2.2329, -3.8607, -3.5244)
P (2.8170, -0.6860, -0.9899)
H (-3.5176, -4.7634, 2.7612)

- <S²>: 6.018
- Relative energy (zero: lowest compared OMol25 entry of this formula, charge and spin): 55.26 kcal per mole
- Charge: +3
- Spin multiplicity: 5
- Orbital gap (alpha / beta): 8.69 / 3.95 eV
- HOMO (alpha / beta): -17.2 / -17.2 eV
- Lowest unoccupied orbital energy (alpha / beta): -8.51 / -13.22 eV